C31H55BrCl24InO2 as an isolated structure. Source: OMol25; level of theory: ωB97M-V with the def2-TZVPD basis set.

energy relative to the best compared isomer or geometry (same formula, charge and spin)	0.5969	eV
LUMO energy	1.2	eV
frontier orbital gap	0.24883	hartree

ORCA input file:
```
! wB97M-V def2-TZVPD RIJCOSX def2/J DEFGRID3
* xyz -1 1
H 5.4679 -0.8202 2.3146
Cl -8.4980 -8.5875 -4.8431
H -5.6733 -2.6231 -4.7485
H 2.4565 0.4299 5.1138
H 1.2370 -0.4434 6.0435
H -4.7727 -8.3811 -0.1602
O 1.8928 5.3373 -2.8953
H 1.0593 0.5082 0.7433
H 6.0002 2.0402 -5.5795
C 1.7192 5.2778 -1.6784
Cl 7.3008 8.1242 -1.0640
C -3.2351 -2.7695 3.0849
C 5.4007 1.4698 -4.8701
O 1.7624 6.3657 -0.9297
H -4.1786 -2.7819 2.5385
C 8.5998 3.8043 -0.6433
Cl -2.7362 -2.0746 -1.1860
C 6.4055 9.3179 -3.3605
H 5.2766 -2.3593 1.4718
C 6.0765 8.2380 -2.3616
H 4.4302 1.2752 -5.3225
H -6.5123 -6.1857 -0.8046
H -2.2606 -8.2488 -0.4484
H -5.8178 -9.9161 -2.6803
H 2.1436 0.5326 -1.5472
H 4.8761 3.2379 -3.7839
Cl 0.3932 -0.8815 -0.7616
H -4.1623 -1.9017 4.8073
Cl -4.9414 -7.1249 1.8303
C -4.0874 -8.1598 0.6570
C -6.8363 -9.6257 -2.9366
H -1.7297 8.1078 7.3334
H -3.0626 -3.7649 3.4902
Cl 6.9672 4.6053 -2.6798
H 6.0532 7.2700 -2.8595
Cl -3.5800 -3.2336 -5.6133
C -6.8438 -8.9100 -4.2647
H -0.0992 7.4711 7.5694
H 6.2191 2.3443 -3.0788
C -8.3701 -6.1155 0.2436
H -0.5555 8.6532 -1.1439
C 1.1945 1.4359 0.1980
Cl 4.4463 -1.4647 4.9586
C 1.5137 3.9146 -1.0168
Cl 7.9839 2.1307 -0.5809
C -3.2900 -1.7301 4.1767
Cl -1.8634 -1.7965 5.2434
C -5.1699 -3.5804 -4.8804
C 4.8706 -1.7286 2.2626
C -1.3867 -2.2151 -2.3416
H 0.2930 2.5314 1.8270
Cl 4.1317 1.4798 -2.4400
Cl 1.1552 2.9818 4.6631
Cl 6.2620 10.9535 -2.6645
H 0.5284 4.6781 0.7959
H -3.3593 -0.7247 3.7657
H -3.8575 -9.0917 1.1730
H -6.3587 -9.5297 -5.0182
Cl 0.6475 -0.2775 3.7853
H -0.0997 -3.1901 -0.9092
C -0.0685 -2.3721 -1.6281
C 7.5210 4.7961 -0.9946
C -0.8560 7.7023 6.8224
H -2.1736 -7.2185 0.9823
Cl -7.4052 -4.0885 -1.3247
C 5.2662 2.2406 -3.5793
H -1.3929 5.8994 -0.6514
H 2.3918 2.8770 -2.6710
Cl -1.9579 -2.4220 1.8963
Cl -1.3651 6.1730 6.0642
H -5.7444 -4.1738 -5.5889
H 5.9031 -2.8502 3.7625
C 0.7726 1.6251 5.7488
C 1.8053 1.4454 -1.0812
H -8.1296 -7.0239 0.7955
H -6.3135 -7.9609 -4.2098
C -2.8112 -7.5287 0.1566
Cl 6.2256 -0.0972 -4.6410
C 1.3886 0.3264 5.2855
C 0.7531 2.5935 0.8382
H 1.1648 1.8870 6.7316
H 5.1077 8.4035 -1.8946
Cl -4.4129 -5.9426 -3.7257
H -1.5838 -3.0902 -2.9620
In -0.1290 7.1097 -0.3922
C 4.8948 -2.4845 3.5690
H -4.3872 -3.7298 -2.8736
H 5.7082 9.2668 -4.1957
Cl 1.1914 8.2008 5.0847
H 6.6566 4.6962 -0.3406
Br 0.0362 7.5930 2.2059
H -6.0282 -4.3516 -3.0788
H -1.0626 8.8591 5.0063
C -0.3466 8.7024 5.8126
H -6.4925 -5.1074 0.5868
C 0.9093 3.8246 0.2286
H -9.0213 -6.3815 -0.5866
H -7.4510 -10.5231 -2.9606
C -5.0463 -4.2746 -3.5488
H -0.3107 1.5477 5.8230
H 0.7219 -2.5818 -2.3498
H 4.2194 -3.3372 3.5475
H 7.8987 5.8152 -0.9024
H 9.0002 4.0327 0.3438
C 1.9500 2.7783 -1.6913
H 9.4186 3.8346 -1.3595
C -7.0997 -5.4649 -0.2385
H -1.3957 -1.3369 -2.9841
Cl -7.4283 -8.5871 -1.6129
Cl -3.0962 -6.1070 -0.8835
H 7.4154 9.2067 -3.7506
Cl -9.2910 -5.0660 1.3527
H -0.1694 9.6599 6.3034
Cl 3.2240 -1.2736 1.7602
*
```